# 1
# C2H9N2O

A 2-piece molecular cluster, C2H9N2O overall at a distorted geometry (wB97M-V/def2-TZVPD, the Open Molecules 2025 dataset).

Geometry as ORCA input:
```
! RIJCOSX wB97M-V def2-TZVPD def2/J DEFGRID3
* xyz -1 1
C 0.5689 -1.9833 -1.2533
O 0.2616 -0.6361 -1.2295
H -0.2326 -2.5470 -1.7604
H 0.7167 -2.3865 -0.2234
H 1.5380 -2.2056 -1.7517
N -1.4587 0.6219 0.5398
C -0.3705 1.1458 1.3478
N 0.8604 1.4241 0.6047
H -1.0587 -0.1435 -0.0225
H -1.5278 1.2340 -0.2711
H -0.1223 0.3996 2.1168
H -0.7852 2.0088 1.8689
H 0.7106 2.3429 0.2055
H 0.8996 0.7248 -0.1717
*
```

Calculated values
HOMO-LUMO gap in eV: 7.51
Energy in Eh: -266.3305
Energy above the lowest of the compared OMol25 structures with the same formula, charge and spin in kcal per mole: 8.83

***

# 2
# C2H9N2O

An isolated ion of composition C2H9N2O and charge +1 at a distorted geometry (wB97M-V/def2-TZVPD, the Open Molecules 2025 dataset).

Geometry as ORCA input:
```
! RIJCOSX wB97M-V def2-TZVPD def2/J DEFGRID3
* xyz 1 1
C 0.3246 0.1983 -1.5517
N 1.6958 0.0037 -1.3487
H -0.0923 -0.7517 -1.9545
H 0.1864 1.1038 -2.1358
H 2.2821 0.6819 -1.0057
H 1.9970 -0.9826 -1.2971
N -0.6354 0.3579 -0.2175
C -0.1342 -0.0778 1.1704
O -1.2799 -0.3739 1.9064
H -1.4727 -0.3241 -0.3716
H -0.9961 1.2829 0.0032
H 0.7140 -0.7546 1.0334
H 0.2783 0.8745 1.6583
H -1.2230 -1.3939 2.0699
*
```

Calculated values
HOMO-LUMO gap in eV: 11.22
Energy in Eh: -266.0613
Structure (SMILES): NC[NH2+]CO
Energy above the lowest of the compared OMol25 structures with the same formula, charge and spin in kcal per mole: 56.73

***

# 3
# C2H9N2O

A 2-piece molecular cluster, C2H9N2O overall at a distorted geometry (wB97M-V/def2-TZVPD, the Open Molecules 2025 dataset).

Geometry as ORCA input:
```
! RIJCOSX wB97M-V def2-TZVPD def2/J DEFGRID3
* xyz 1 1
C -0.1221 2.4076 -0.9662
N 0.7702 -0.6726 0.7050
C 0.4085 0.5569 0.4749
N -0.1111 0.9814 -0.6567
H 0.2736 2.5849 -1.9693
H -1.1241 2.7520 -1.0367
H 0.4546 2.9957 -0.2606
H 0.5905 -1.4651 0.0930
H 1.0586 -0.9208 1.6378
H 0.4250 1.2443 1.3083
H -0.2552 0.2548 -1.3447
H -1.2825 -3.2802 1.1999
H -0.4854 -4.1865 0.3015
O -0.6005 -3.2524 0.5138
*
```

Calculated values
HOMO-LUMO gap in eV: 11.74
Energy in Eh: -266.1242
Energy above the lowest of the compared OMol25 structures with the same formula, charge and spin in kcal per mole: 17.22

***

# 4
# C2H9N2O

A 2-piece molecular cluster, C2H9N2O overall at a distorted geometry (wB97M-V/def2-TZVPD, the Open Molecules 2025 dataset).

Geometry as ORCA input:
```
! RIJCOSX wB97M-V def2-TZVPD def2/J DEFGRID3
* xyz 1 1
C -1.1582 0.5376 -0.1370
C -0.1987 -0.1247 -0.8291
N 1.1425 0.5145 -0.7647
N -2.4731 0.2003 -0.2683
H -0.9157 1.3466 0.5474
H -0.2817 -1.1445 -1.2237
H 1.1691 1.5120 -1.0061
H 1.4391 0.4241 0.2362
H 1.7608 0.0582 -1.4402
H -2.8264 -0.4361 -0.9583
H -3.1573 0.4440 0.4251
H 1.9921 -1.7321 1.3222
H 1.6897 -0.7809 2.5264
O 1.8178 -0.8188 1.5702
*
```

Calculated values
HOMO-LUMO gap in eV: 9.56
Energy in Eh: -266.0893
Energy above the lowest of the compared OMol25 structures with the same formula, charge and spin in kcal per mole: 39.15

***

# 5
# C2H9N2OP

A 2-piece molecular cluster, C2H9N2OP overall at a distorted geometry (wB97M-V/def2-TZVPD, the Open Molecules 2025 dataset).

Geometry as ORCA input:
```
! RIJCOSX wB97M-V def2-TZVPD def2/J DEFGRID3
* xyz 0 1
C 1.5427 1.0596 0.2806
C 1.0577 -0.3365 0.7499
N -2.1414 -0.7498 -0.2538
N -2.2961 0.6171 -0.4514
O 2.3291 0.9349 -0.8610
P 1.5902 -1.6602 -0.1318
H 2.0411 1.5989 1.1896
H 0.4873 1.5397 -0.0111
H 0.3147 -0.3454 1.5390
H -2.8932 0.9962 -1.2543
H -2.2817 -1.2989 -1.1686
H -2.6431 -1.0913 0.5259
H -1.3566 1.0015 -0.3741
H 3.1642 0.4777 -0.6065
H 1.0851 -2.7436 0.8276
*
```

Calculated values
HOMO-LUMO gap in eV: 9.12
Energy in Eh: -607.5684
Structure (SMILES): [H]/P=C/CO.NN
Energy above the lowest of the compared OMol25 structures with the same formula, charge and spin in kcal per mole: 105.46

***

# 6
# C2H9N2OP

An isolated molecule of C2H9N2OP at a distorted geometry (wB97M-V/def2-TZVPD, the Open Molecules 2025 dataset).

Geometry as ORCA input:
```
! RIJCOSX wB97M-V def2-TZVPD def2/J DEFGRID3
* xyz 0 1
C 2.0099 -0.2319 0.1089
C 0.7844 -1.2093 -0.0552
N -1.4482 1.0003 -1.3314
N -1.3282 0.8674 1.2141
O -2.1481 -1.1742 -0.1151
P -1.1699 -0.1048 -0.0827
H 2.3031 -0.0132 1.0853
H 2.8550 -0.6945 -0.3924
H 1.7820 0.6270 -0.4275
H 0.6493 -1.8863 0.6558
H 0.8898 -1.7499 -0.9807
H -1.7155 1.8385 -0.8478
H -1.6314 0.7597 -2.2904
H -0.7473 1.6547 1.3895
H -1.0849 0.3166 2.0695
*
```

Calculated values
HOMO-LUMO gap in eV: 9.80
Energy in Eh: -607.7115
Structure (SMILES): CCP(N)(N)=O
Energy above the lowest of the compared OMol25 structures with the same formula, charge and spin in kcal per mole: 15.69

***

# 7
# C2H9N2S

A 2-piece molecular cluster, C2H9N2S overall at a distorted geometry (wB97M-V/def2-TZVPD, the Open Molecules 2025 dataset).

Geometry as ORCA input:
```
! RIJCOSX wB97M-V def2-TZVPD def2/J DEFGRID3
* xyz -1 1
C 2.7054 0.6819 -1.1713
S 1.3668 1.3671 -0.0429
H 3.1607 -0.0962 -0.7435
H 3.4470 1.4259 -1.2819
H 2.3205 0.1851 -2.0631
N -1.3066 -0.2132 1.7727
C -1.5890 -0.9231 0.4860
N -1.6505 0.0261 -0.6380
H -0.4845 0.4199 1.4718
H -0.9845 -0.9776 2.4291
H -2.6419 -1.3144 0.7518
H -1.1316 -1.8554 0.0868
H -0.8124 0.5994 -0.7868
H -2.3993 0.6747 -0.2708
*
```

Calculated values
HOMO-LUMO gap in eV: 6.94
Energy in Eh: -589.2810
Energy above the lowest of the compared OMol25 structures with the same formula, charge and spin in kcal per mole: 32.33

***

# 8
# C2H9N2S

A 2-piece molecular cluster, C2H9N2S overall at a distorted geometry (wB97M-V/def2-TZVPD, the Open Molecules 2025 dataset).

Geometry as ORCA input:
```
! RIJCOSX wB97M-V def2-TZVPD def2/J DEFGRID3
* xyz -1 1
C 1.6594 1.5479 -1.5716
S -0.1932 1.6242 -1.3110
H 1.9811 2.4758 -2.0257
H 1.9202 0.6708 -2.1469
H 2.0471 1.5505 -0.5544
N -1.8194 -1.4007 0.4515
C -0.9822 -0.7305 1.4089
N 0.4084 -0.5162 1.0105
H -1.6076 -2.3654 0.2496
H -2.0902 -0.8704 -0.3614
H -1.0051 -1.2534 2.3706
H -1.4072 0.2489 1.6164
H 0.4301 0.3269 0.4285
H 0.6587 -1.3083 0.4350
*
```

Calculated values
HOMO-LUMO gap in eV: 6.73
Energy in Eh: -589.3100
Energy above the lowest of the compared OMol25 structures with the same formula, charge and spin in kcal per mole: 14.12

***

# 9
# C2H9N2S2

A 2-piece molecular cluster, C2H9N2S2 overall at a distorted geometry (wB97M-V/def2-TZVPD, the Open Molecules 2025 dataset).

Geometry as ORCA input:
```
! RIJCOSX wB97M-V def2-TZVPD def2/J DEFGRID3
* xyz 1 1
C 0.1017 0.8919 -0.9899
C -0.4000 -0.2328 -0.1780
N -1.1929 -0.1229 0.8366
N 1.4045 -0.3598 1.6944
S -1.2849 1.2634 -2.1629
S -0.1519 -1.9093 -0.6319
H 0.8687 0.6414 -1.6714
H 0.3049 1.8118 -0.4273
H -1.6556 -0.7807 1.5316
H -1.6079 0.8359 1.0450
H 1.3033 -1.1083 2.3040
H 0.7411 0.4266 1.7793
H 2.3216 -0.0156 1.7304
H -0.8482 0.2684 -2.9086
H 0.0958 -1.6101 -1.9514
*
```

Calculated values
HOMO-LUMO gap in eV: 9.09
Energy in Eh: -987.1931
Energy above the lowest of the compared OMol25 structures with the same formula, charge and spin in kcal per mole: 42.79

***

# 10
# C2H9N2S2

A 2-piece molecular cluster, C2H9N2S2 overall at a distorted geometry (wB97M-V/def2-TZVPD, the Open Molecules 2025 dataset).

Geometry as ORCA input:
```
! RIJCOSX wB97M-V def2-TZVPD def2/J DEFGRID3
* xyz 1 1
C -0.4433 0.0283 1.0270
C 0.0665 1.1622 0.2608
N -1.2408 -0.9738 0.3142
N 0.7499 -0.8392 -1.2021
S 1.6125 1.7135 0.8549
S -0.9707 1.8128 -0.8500
H 0.4453 -0.5688 1.4208
H -1.1007 0.4315 1.9421
H -0.2979 -1.0481 -0.9705
H 1.3132 -1.5577 -0.6526
H 0.9123 0.0884 -0.7443
H -1.8122 -1.6027 0.9246
H 0.9128 -0.8041 -2.1892
H 1.8808 2.5784 -0.0628
H -2.0277 -0.4208 -0.0728
*
```

Calculated values
HOMO-LUMO gap in eV: 8.12
Energy in Eh: -987.1831
Energy above the lowest of the compared OMol25 structures with the same formula, charge and spin in kcal per mole: 49.10